CH12O5 | ωB97M-V/def2-TZVPD

```
18
Properties=species:S:1:pos:R:3:forces:R:3
C -2.084 -1.464 -1.646 -0.36 -2.95 -1.16
O -1.033 -1.417 -2.590 -2.39 -0.40 0.22
H -1.690 -1.913 -0.734 0.77 0.88 1.02
H -2.831 -0.690 -1.470 0.74 1.47 0.17
H -2.739 -2.276 -1.964 0.05 0.00 -0.80
H -0.270 -0.893 -2.335 1.36 1.03 1.00
O 1.356 0.148 -1.595 -0.93 -0.52 -0.32
H 1.292 0.390 -2.519 0.35 0.50 -0.35
H 2.259 0.354 -1.355 0.42 -0.01 0.23
O -2.208 1.215 2.384 -0.59 -0.03 0.20
H -1.611 0.649 1.896 0.30 -0.06 -0.09
H -1.877 2.101 2.232 0.04 0.21 0.01
O 3.100 1.152 2.214 -0.43 -0.09 -0.33
H 3.302 0.218 2.165 0.14 -0.28 0.14
H 3.923 1.562 2.477 0.19 0.23 0.12
O -0.008 0.281 1.045 -0.17 -0.41 -0.26
H 0.393 -0.019 0.229 0.19 0.14 -0.21
H 0.726 0.603 1.568 0.32 0.27 0.40
```
Positions in Å, forces in eV/Å.

As for the energy: -11457.831 eV. For the orbital gap (spin up / spin down), the calculation gives 9.30 / 2.33 eV. Its total charge is +1. The energy above the lowest of the compared OMol25 structures with the same formula, charge and spin is 1.0645 eV. Its spin multiplicity is 2.

Computed Löwdin charges, given in elementary charges: atom 1 (C): 0.05, atom 2 (O): 0.30, atom 3 (H): 0.16, atom 4 (H): 0.17, atom 5 (H): 0.12, atom 6 (H): 0.11, atom 7 (O): -0.02, atom 8 (H): 0.06, atom 9 (H): 0.08, atom 10 (O): -0.06, atom 11 (H): -0.04, atom 12 (H): 0.03, atom 13 (O): -0.05, atom 14 (H): 0.03, atom 15 (H): 0.04, atom 16 (O): -0.04, atom 17 (H): 0.00, atom 18 (H): 0.04



CH12O6 | ωB97M-V/def2-TZVPD

```
19
Properties=species:S:1:pos:R:3:forces:R:3
O -1.778 -0.004 1.169 0.14 0.42 0.54
C -1.768 0.723 0.219 -1.31 -0.70 -2.04
H -2.246 1.714 0.097 0.36 0.18 0.95
H -1.514 0.312 -0.799 0.47 0.20 0.50
H -1.398 -2.410 -2.149 0.43 -0.04 -0.60
H -1.519 -2.259 -0.721 0.39 0.04 0.63
O -0.826 -2.244 -1.392 -0.82 0.08 0.07
H 6.895 -0.516 0.180 0.46 -0.72 -0.08
H 7.292 0.618 -0.589 0.65 0.03 -0.53
O 7.593 -0.295 -0.458 -1.11 0.69 0.61
H 0.408 -0.053 -0.192 0.29 -0.18 0.01
H 0.721 0.083 1.298 -0.03 -0.10 -0.09
O 1.085 0.254 0.422 0.14 0.09 0.14
H 1.828 2.108 0.363 0.07 -0.18 -0.22
H 2.777 3.187 -0.217 0.82 -0.01 -0.15
O 1.881 3.009 0.023 -0.97 0.20 0.25
H -6.486 -0.634 1.039 -0.20 -0.20 -0.02
H -6.085 -2.080 0.828 0.00 -0.14 0.01
O -6.859 -1.512 0.879 0.20 0.34 0.02
```
Positions in Å, forces in eV/Å.

As for the energy: -13515.335 eV. The SMILES is C=O.O.O.O.O.O. For the orbital gap, the calculation gives 10.88 eV. The energy above the lowest of the compared OMol25 structures with the same formula, charge and spin is 1.3861 eV.

Computed Löwdin charges, given in elementary charges: atom 1 (O): 0.00, atom 2 (C): -0.15, atom 3 (H): 0.10, atom 4 (H): 0.08, atom 5 (H): 0.04, atom 6 (H): 0.03, atom 7 (O): -0.05, atom 8 (H): 0.04, atom 9 (H): 0.03, atom 10 (O): -0.07, atom 11 (H): 0.01, atom 12 (H): 0.05, atom 13 (O): -0.05, atom 14 (H): -0.01, atom 15 (H): 0.01, atom 16 (O): -0.06, atom 17 (H): 0.03, atom 18 (H): 0.03, atom 19 (O): -0.06



CH12Si5 | ωB97M-V/def2-TZVPD

```
18
Properties=species:S:1:pos:R:3:forces:R:3
C 0.638 0.836 1.304 -3.08 0.68 0.03
Si 1.957 0.204 0.171 -1.04 2.30 -0.01
Si 1.201 0.958 -1.952 -0.78 1.07 1.38
Si -1.123 0.600 -1.679 -0.48 -1.04 0.05
Si -1.378 0.046 0.612 3.78 1.85 0.68
Si -1.076 -2.101 1.361 -2.76 1.15 -0.38
H 0.641 0.813 2.408 0.38 -0.98 -0.37
H 0.501 1.950 1.228 0.26 -0.76 -0.71
H 3.157 0.788 0.734 1.01 -0.25 -0.20
H 1.885 -1.167 -0.151 0.25 -1.64 0.17
H 1.195 2.466 -2.223 0.29 -0.84 -0.05
H 1.642 0.100 -2.991 0.59 -0.44 -1.13
H -1.853 1.686 -2.377 -0.12 0.22 0.48
H -1.856 -0.619 -2.179 0.60 0.12 -0.38
H -2.220 0.910 1.358 -1.03 0.61 0.70
H -0.558 -2.515 0.114 0.17 -1.31 -1.21
H -2.473 -2.373 1.881 0.36 -0.57 -0.67
H -0.281 -2.583 2.381 1.63 -0.17 1.64
```
Positions in Å, forces in eV/Å.

As for the energy: -40615.978 eV. The SMILES is [SiH3][Si@H]1C[SiH2][SiH2][SiH2]1. For the orbital gap, the calculation gives 8.99 eV. The energy above the lowest of the compared OMol25 structures with the same formula, charge and spin is 0.0000 eV.

Computed Löwdin charges, given in elementary charges: atom 1 (C): -0.56, atom 2 (Si): 0.36, atom 3 (Si): 0.33, atom 4 (Si): 0.28, atom 5 (Si): 0.33, atom 6 (Si): 0.44, atom 7 (H): -0.01, atom 8 (H): 0.01, atom 9 (H): -0.08, atom 10 (H): -0.09, atom 11 (H): -0.09, atom 12 (H): -0.15, atom 13 (H): -0.12, atom 14 (H): -0.12, atom 15 (H): -0.13, atom 16 (H): -0.13, atom 17 (H): -0.10, atom 18 (H): -0.14



CH13NO4 | ωB97M-V/def2-TZVPD

```
19
Properties=species:S:1:pos:R:3:forces:R:3
C -0.259 0.088 2.434 0.10 3.84 2.07
N 0.948 -0.471 1.881 -0.75 0.49 2.05
H -0.790 0.996 1.847 0.88 -2.35 0.95
H 0.077 0.606 3.441 -0.50 -0.60 -1.90
H -0.942 -0.600 2.892 -0.64 -0.76 -0.65
H 0.806 -1.049 1.118 -0.03 -0.86 -1.90
H 1.543 0.299 1.709 1.02 0.33 -0.65
H 0.648 -1.109 -2.726 0.20 0.26 0.99
H 0.536 -1.036 -1.143 0.14 0.13 -1.00
O 0.722 -0.510 -1.953 0.13 -0.68 -0.26
H -0.232 -2.680 0.749 0.54 -0.92 -1.37
H -0.923 -2.761 -0.557 -0.95 0.03 -0.79
O -0.089 -3.014 -0.187 0.27 0.93 2.22
H 0.788 2.450 -0.482 0.45 -0.64 1.31
H 0.423 3.078 -1.651 1.35 1.27 0.77
O 1.073 3.259 -0.898 -1.89 -0.68 -2.08
H -0.707 0.726 -2.294 0.47 -0.11 0.79
H -2.139 0.766 -2.411 -1.61 -0.04 -0.62
O -1.486 0.964 -1.767 0.83 0.35 0.06
```
Positions in Å, forces in eV/Å.

As for the energy: -10926.791 eV. The SMILES is CN.O.O.O.O. For the orbital gap, the calculation gives 9.65 eV. The energy above the lowest of the compared OMol25 structures with the same formula, charge and spin is 1.8601 eV.

Computed Löwdin charges, given in elementary charges: atom 1 (C): -0.23, atom 2 (N): -0.04, atom 3 (H): 0.11, atom 4 (H): 0.10, atom 5 (H): 0.04, atom 6 (H): -0.02, atom 7 (H): 0.05, atom 8 (H): 0.07, atom 9 (H): 0.02, atom 10 (O): -0.08, atom 11 (H): 0.07, atom 12 (H): 0.03, atom 13 (O): -0.06, atom 14 (H): -0.01, atom 15 (H): 0.07, atom 16 (O): -0.08, atom 17 (H): 0.00, atom 18 (H): 0.01, atom 19 (O): -0.06



CH13O8V | ωB97M-V/def2-TZVPD

```
23
Properties=species:S:1:pos:R:3:forces:R:3
O -3.645 4.891 -13.580 1.83 -1.24 1.23
V -2.446 4.207 -12.763 -0.70 0.38 -2.14
O -1.974 2.884 -13.494 -0.66 1.29 0.75
C 1.974 7.332 -14.555 -1.00 -1.25 0.60
O 0.919 6.918 -13.736 0.35 0.73 -0.24
H 1.690 7.610 -15.570 -0.25 0.01 -0.27
H 2.554 8.169 -14.166 -0.05 0.47 0.54
H 2.707 6.527 -14.593 0.43 -0.28 -0.30
O 3.921 6.092 -9.758 0.21 0.00 0.10
H 3.237 5.572 -9.336 -0.14 -0.11 0.13
H 3.519 6.404 -10.569 -0.09 0.12 -0.27
O -3.228 6.943 -9.247 -0.06 -0.30 -0.27
H -2.535 7.564 -9.469 0.24 0.26 -0.06
H -3.394 7.091 -8.315 -0.08 0.00 0.24
O 3.766 1.047 -14.678 -0.03 -0.17 -0.16
H 4.145 1.925 -14.726 0.10 0.23 -0.06
H 3.495 0.953 -13.765 -0.07 -0.06 0.22
O 2.964 8.700 -19.688 0.14 0.17 -0.10
H 2.610 7.944 -20.156 -0.07 -0.18 -0.15
H 2.605 8.625 -18.804 -0.07 0.01 0.25
O 0.077 9.826 -10.047 -0.08 -0.12 0.30
H 0.462 9.440 -10.833 0.18 -0.15 -0.27
H -0.644 10.365 -10.372 -0.15 0.20 -0.08
```
Positions in Å, forces in eV/Å.

As for the energy: -43308.019 eV. For the orbital gap, the calculation gives 3.38 eV. The energy above the lowest of the compared OMol25 structures with the same formula, charge and spin is 7.9742 eV.

Computed Löwdin charges, given in elementary charges: atom 1 (O): -0.34, atom 2 (V): 1.12, atom 3 (O): -0.34, atom 4 (C): -0.31, atom 5 (O): -0.30, atom 6 (H): 0.05, atom 7 (H): 0.06, atom 8 (H): 0.06, atom 9 (O): -0.05, atom 10 (H): 0.03, atom 11 (H): 0.03, atom 12 (O): -0.06, atom 13 (H): 0.02, atom 14 (H): 0.03, atom 15 (O): -0.05, atom 16 (H): 0.03, atom 17 (H): 0.03, atom 18 (O): -0.05, atom 19 (H): 0.03, atom 20 (H): 0.02, atom 21 (O): -0.05, atom 22 (H): 0.03, atom 23 (H): 0.03